Below is 2 unconnected molecules or ions with the total composition CH8NSi in a non-equilibrium geometry, with properties calculated with ωB97M-V/def2-TZVPD.

Geometry as XYZ:
```
11
Properties=species:S:1:pos:R:3:forces:R:3:mulliken_charge:R:1
C 0.1966 0.5114 -0.1164 0.7 3.3 2.2 -0.8206
N 1.2663 -0.4392 0.2621 0.3 -0.4 0.0 -0.2981
Si -1.6184 -0.0934 0.0981 0.8 0.0 0.0 0.3939
H 0.7494 1.9845 1.0485 -1.4 -2.9 -2.2 0.2508
H 0.4452 1.0164 -1.0411 0.1 -0.1 -0.1 0.4606
H 1.0886 -0.7935 1.2115 0.2 0.0 -0.3 0.3934
H 1.2843 -1.2411 -0.3867 0.1 0.1 0.2 0.3683
H 2.1941 0.0056 0.2502 -0.3 -0.2 0.0 0.3880
H -1.8122 -0.3054 1.5288 -0.1 0.0 0.2 -0.0418
H -2.4718 0.8696 -0.5660 -0.2 0.2 -0.1 -0.0349
H -1.5266 -1.3870 -0.6020 -0.1 -0.1 -0.1 -0.0597
```
Forces are in eV/Å.

The energy above the lowest of the compared OMol25 structures with the same formula, charge and spin is 88.7 kcal per mole. Its gap between HOMO and LUMO is 9.84 eV. The total charge is +1. As for the lowest unoccupied orbital energy: -0.192 hartree.

Below is a molecular structure, C21H28ClEuN5O8 in a non-equilibrium geometry, with properties calculated with ωB97M-V/def2-TZVPD.

Geometry as XYZ:
```
64
Properties=species:S:1:pos:R:3:forces:R:3:mulliken_charge:R:1
Eu -0.1747 -0.1041 -0.5065 -0.2 -0.7 1.1 1.1016
O -2.8870 -2.7501 -2.7383 0.1 0.1 -0.1 -0.7699
C -2.0150 -2.2649 -2.0305 0.0 -0.8 0.5 0.2523
O -1.4686 -1.1207 -2.0972 -0.3 0.1 -0.3 -0.5494
C -1.4927 -3.1111 -0.8316 -0.2 0.3 -0.5 -0.7564
N -1.4516 -2.2988 0.4013 -0.1 -0.1 -0.1 1.2014
C -0.7663 -3.0640 1.4494 0.2 0.1 0.0 -1.2238
C 0.7532 -2.9573 1.3267 -0.3 0.1 0.0 -1.3186
N 1.2449 -1.5717 1.3302 0.3 -0.3 -0.1 0.9550
C 1.4178 -1.0536 2.6895 -0.2 0.2 -0.1 -1.5281
C 0.1454 -0.4642 3.2974 0.1 -0.2 -0.1 -1.2328
N -0.5616 0.4455 2.3957 0.1 0.1 0.1 1.3004
C -1.9574 0.5787 2.8082 -0.1 0.0 -0.1 -1.3868
C -2.8507 1.1326 1.6959 0.3 0.0 0.2 -1.3474
N -2.5998 0.5767 0.3570 -0.4 0.2 -0.2 1.1951
C -3.3781 -0.6592 0.1326 0.1 -0.3 0.1 -1.7712
C -2.8262 -1.9320 0.7912 -0.1 0.2 0.0 -1.5160
C -3.0061 1.5711 -0.6749 0.2 0.1 -0.5 -0.7650
C -2.0784 1.7472 -1.9275 -1.1 0.3 0.3 0.6602
O -2.6216 2.1746 -2.9286 0.2 0.0 0.0 -0.7657
O -0.8285 1.5673 -1.7146 0.0 0.6 -0.4 -0.6088
C 0.0964 1.7625 2.4205 0.3 0.0 -0.3 -0.6686
C 1.4206 1.7926 1.6163 -0.3 0.3 0.6 0.5695
O 2.4003 2.3240 2.1241 0.0 -0.1 -0.1 -0.8170
O 1.3314 1.2736 0.4548 0.4 0.3 0.0 -0.6110
C 2.5360 -1.5208 0.6111 0.0 -0.2 -0.4 -0.6373
C 2.3141 -1.9224 -0.8801 0.7 -0.3 0.8 0.3176
O 2.9184 -2.8939 -1.3148 -0.1 0.2 -0.2 -0.7455
O 1.4732 -1.1797 -1.4918 0.4 -0.4 -0.4 -0.5904
H -0.4840 -3.4336 -1.0998 0.0 0.0 0.1 0.4273
H -2.1373 -3.9886 -0.7028 0.0 0.0 0.1 0.3980
H -1.0443 -4.1265 1.4009 0.0 0.0 0.0 0.5061
H -1.0837 -2.6950 2.4224 -0.1 0.0 0.0 0.3951
H 1.0677 -3.4315 0.3972 0.0 0.0 0.0 0.6324
H 1.2050 -3.5296 2.1503 0.1 0.0 -0.1 0.2595
H 2.1850 -0.2804 2.6689 0.0 0.0 -0.1 0.4719
H 1.7732 -1.8509 3.3582 0.1 0.0 0.0 0.4234
H 0.4300 0.0511 4.2279 0.0 0.0 0.0 0.4637
H -0.5323 -1.2678 3.5815 0.0 0.0 0.0 0.5477
H -2.0454 1.2504 3.6771 -0.1 0.0 0.0 0.4628
H -2.3198 -0.3943 3.1386 0.1 0.0 0.0 0.5465
H -2.6906 2.2087 1.6517 0.0 0.0 -0.1 0.7020
H -3.8988 0.9707 1.9872 0.0 0.1 0.0 0.2506
H -3.4504 -0.8137 -0.9390 -0.1 0.1 0.0 0.9297
H -4.4028 -0.5273 0.5137 0.0 0.0 0.0 0.5593
H -3.5214 -2.7433 0.5338 0.0 0.0 0.0 0.4324
H -2.8627 -1.8202 1.8741 0.1 0.0 0.0 0.5179
H -2.9850 2.5732 -0.2458 0.0 0.0 0.1 0.4899
H -4.0260 1.3934 -1.0242 0.0 -0.1 0.0 0.2357
H 0.2916 2.0829 3.4515 0.0 0.0 0.0 0.2413
H -0.5432 2.4993 1.9310 -0.1 0.0 0.0 0.2414
H 3.2789 -2.1825 1.0719 0.0 -0.1 -0.1 0.4414
H 2.9028 -0.4946 0.6210 0.0 0.0 0.1 0.5189
Cl -1.3610 8.2385 0.2036 -0.1 0.1 0.0 -0.2401
C -0.7401 6.6590 -0.1546 0.1 -0.1 -0.1 0.0580
C 0.3100 6.5005 -1.0430 0.0 0.0 0.0 -0.1474
C 0.7882 5.2204 -1.2591 0.0 0.1 0.0 -1.3823
C 0.2035 4.1556 -0.5859 0.0 -0.1 0.0 0.1494
N -0.8222 4.3176 0.2499 -0.1 -0.1 0.0 0.0214
C -1.2875 5.5446 0.4568 0.0 0.0 0.0 -0.3008
H 0.7366 7.3598 -1.5426 0.0 0.0 0.0 0.4258
H 1.6072 5.0494 -1.9433 0.0 0.0 0.0 0.4130
H 0.5560 3.1382 -0.7213 0.0 0.2 0.0 0.5380
H -2.1225 5.6454 1.1422 0.0 0.1 0.0 0.4267
```
Forces are in eV/Å.

Its gap between HOMO and LUMO (spin up / spin down) is 8.61 / 8.61 eV. The spin multiplicity is 7. Its expectation value of S² is 12.01. The total charge is -1. As for the lowest unoccupied orbital energy (spin up / spin down): 0.080 / 0.080 hartree.

Below is 5 unconnected molecules or ions with the total composition CH12N2O5 in a non-equilibrium geometry, with properties calculated with ωB97M-V/def2-TZVPD.

Geometry as XYZ:
```
20
Properties=species:S:1:pos:R:3:forces:R:3:mulliken_charge:R:1
N -0.6902 -1.2269 1.7400 0.2 1.5 0.1 -0.4434
C -1.1870 -0.7926 0.4944 1.1 -0.9 0.3 0.3540
N -1.3744 0.5391 0.2886 -0.4 -0.9 1.1 -0.3320
O -1.3308 -1.6348 -0.3853 -1.0 0.4 -0.4 -0.6587
H -0.2037 -2.1114 1.7069 -0.3 -0.1 -0.4 0.3507
H -0.0753 -0.5579 2.2069 -0.6 -0.2 -0.2 0.2775
H -1.0250 1.2050 0.9526 -0.2 0.1 0.0 0.2513
H -1.8119 0.8664 -0.5506 0.1 0.0 0.0 0.2340
O 1.1324 1.2111 1.7344 -0.2 -0.2 0.2 -0.6432
H 0.9825 1.2040 2.6898 0.3 0.3 -0.2 0.2866
H 1.7548 1.9161 1.5270 0.0 0.1 0.2 0.2801
O 1.3007 -2.2360 -0.4636 -0.3 -0.1 -0.1 -0.6475
H 0.3782 -2.4913 -0.6460 0.3 -0.2 0.0 0.3947
H 1.1509 -1.3117 -0.2459 0.4 0.2 0.0 0.3291
O 0.4265 2.1279 -0.9424 0.2 1.9 0.0 -0.6702
H 0.5200 1.5287 -0.2047 0.3 -0.6 -0.6 0.3591
H 0.6917 1.7806 -1.8056 -0.2 -0.7 0.7 0.3469
O -0.1668 0.3363 -2.7441 0.2 0.7 -0.6 -0.6633
H -0.8474 -0.0278 -2.1694 0.4 -0.8 -0.2 0.2736
H 0.3750 -0.3247 -3.1829 -0.5 -0.5 0.3 0.3206
```
Forces are in eV/Å.

The energy above the lowest of the compared OMol25 structures with the same formula, charge and spin is 16.2 kcal per mole. Its gap between HOMO and LUMO is 10.38 eV. The SMILES is NC(N)=O.O.O.O.O. As for the lowest unoccupied orbital energy: 0.002 hartree.

Below is a molecular structure, C21H37MnNOP2Si in a non-equilibrium geometry, with properties calculated with ωB97M-V/def2-TZVPD.

Geometry as XYZ:
```
64
Properties=species:S:1:pos:R:3:forces:R:3:mulliken_charge:R:1
Mn 0.1678 0.1202 0.1940 -1.0 -0.8 -1.5 0.4763
Si 2.3769 0.0706 -0.5803 1.0 0.2 0.2 0.8883
P -0.1786 0.4498 -2.2216 -0.3 -0.1 0.2 1.0398
N -0.1416 -1.6011 0.0404 -0.3 1.3 0.5 -0.6494
H -0.3649 2.5139 1.6698 -0.5 0.9 -0.3 -0.4753
C -1.9871 0.6235 -2.4079 -0.2 0.1 0.1 -1.2230
H -2.2565 0.8430 -3.4494 0.1 -0.1 0.2 0.4444
H -2.3595 1.4167 -1.7480 0.2 -0.3 -0.2 0.2265
H -2.4481 -0.3227 -2.0959 0.1 0.2 -0.1 0.3016
C 0.4538 1.9192 -3.1089 0.1 0.0 -0.1 -1.2291
H -0.0075 1.9516 -4.1063 0.2 0.0 0.2 0.4533
H 1.5440 1.8589 -3.2154 -0.2 0.0 0.0 0.3112
H 0.2003 2.8364 -2.5629 0.1 -0.3 -0.2 0.2360
C 0.1502 -0.9216 -3.3875 0.1 0.0 0.0 -1.2580
H -0.0893 -0.5981 -4.4096 0.0 -0.1 0.2 0.4874
H -0.4737 -1.7829 -3.1206 0.1 0.2 0.0 0.3228
H 1.2002 -1.2242 -3.3363 -0.2 0.0 -0.1 0.2985
C 3.2274 1.7734 -0.6533 0.0 -0.2 0.1 -1.1465
H 3.1956 2.2502 0.3357 0.0 0.1 -0.3 0.2513
H 2.7602 2.4271 -1.4017 0.2 -0.1 0.3 0.2527
H 4.2775 1.6040 -0.9347 -0.2 0.2 0.1 0.3809
H 3.1559 -0.7294 0.4131 0.1 0.0 -0.1 -0.2747
H 2.7303 -0.5266 -1.9025 -0.2 -0.1 0.0 -0.2754
C -0.0670 -2.8776 -0.2514 0.5 -2.0 -0.6 0.2619
C -1.1381 -5.0753 -0.3772 0.4 -0.2 -0.2 -0.4874
C -1.2079 -3.7357 -0.0667 0.4 0.8 0.0 -0.7077
C 1.1370 -3.4795 -0.7673 -0.5 0.4 0.3 0.3611
C 1.1663 -4.8263 -1.0766 -0.3 -0.2 0.1 -0.7694
C 0.0426 -5.6381 -0.8839 0.0 -0.1 0.0 -0.4818
H -2.0130 -5.7018 -0.2225 0.1 0.1 0.0 0.3545
H -2.1168 -3.2773 0.3282 0.2 -0.2 -0.1 0.3875
H 2.0203 -2.8465 -0.9094 -0.3 -0.2 0.0 0.1939
H 2.0823 -5.2597 -1.4720 -0.1 0.0 0.1 0.3652
H 0.0900 -6.7002 -1.1266 0.0 0.3 0.1 0.3501
C -1.0410 2.6919 0.7923 0.3 -0.7 0.9 1.4071
O -1.2097 1.4147 0.2440 0.4 0.2 0.0 -0.8700
C -2.4023 3.1748 1.2637 -0.1 0.3 0.2 -1.5334
H -2.3742 4.2311 1.5607 0.0 -0.2 0.0 0.3922
H -2.7476 2.5819 2.1166 0.0 0.1 -0.1 0.2928
H -3.1363 3.0642 0.4562 0.2 0.0 0.1 0.3085
C -0.4001 3.7014 -0.1398 0.2 0.4 -0.1 -1.5704
H -0.9578 3.7489 -1.0821 0.0 0.0 0.1 0.2686
H 0.6553 3.4862 -0.3588 -0.2 -0.1 0.0 0.1513
H -0.4359 4.7051 0.3084 0.0 -0.2 -0.1 0.5865
C -0.8658 0.1089 3.2113 -0.1 0.1 0.2 -1.0287
P 0.8270 0.0720 2.5052 0.0 0.4 0.5 1.5088
C 1.6643 1.6186 3.0449 0.0 0.2 0.2 -1.4242
C 1.5955 -1.1397 3.6672 0.0 -0.4 -0.1 0.3410
C 2.0157 -2.4072 3.2362 0.0 0.2 0.1 -0.1362
C 2.5223 -3.3248 4.1639 0.0 0.1 0.3 -0.5472
C 2.6069 -2.9922 5.5207 -0.2 0.2 -0.3 -0.4278
C 2.1754 -1.7354 5.9572 0.0 0.0 -0.2 -0.7271
C 1.6723 -0.8155 5.0364 0.1 -0.1 -0.2 -0.4661
H -1.5175 0.8207 2.6888 0.3 -0.2 0.1 0.1789
H -0.8240 0.3358 4.2829 -0.1 0.0 -0.2 0.4017
H -1.2814 -0.8989 3.0740 0.1 0.2 0.0 0.3318
H 1.2993 1.9196 4.0358 0.2 0.1 -0.2 0.4567
H 2.7488 1.4406 3.0994 -0.3 0.0 0.0 0.4060
H 1.4899 2.4378 2.3338 0.0 -0.3 0.2 0.3785
H 1.9497 -2.6647 2.1746 0.0 0.0 0.3 0.3021
H 2.8512 -4.3155 3.8497 -0.1 0.3 -0.1 0.4074
H 2.9892 -3.7142 6.2406 -0.1 0.2 -0.2 0.3599
H 2.2273 -1.4736 7.0178 0.0 -0.1 -0.4 0.3672
H 1.3312 0.1625 5.3867 0.1 -0.3 -0.1 0.2168
```
Forces are in eV/Å.

Its gap between HOMO and LUMO (spin up / spin down) is 6.25 / 7.35 eV. The spin multiplicity is 4. Its expectation value of S² is 4.13. As for the lowest unoccupied orbital energy (spin up / spin down): 0.002 / 0.022 hartree.

Below is 2 unconnected molecules or ions with the total composition C5H13NO in a non-equilibrium geometry, with properties calculated with ωB97M-V/def2-TZVPD.

Geometry as XYZ:
```
20
Properties=species:S:1:pos:R:3:forces:R:3:mulliken_charge:R:1
C -2.8194 0.4945 0.0783 1.1 -0.1 0.3 -1.0073
C -1.3736 0.0069 0.5284 -1.5 -0.8 0.3 -0.2496
N -0.3449 0.7618 -0.1818 1.2 -2.0 0.7 -0.5369
C 1.5008 -0.3213 1.2982 0.2 -1.0 -0.9 -1.3187
C 1.0361 0.1507 -0.1369 -3.0 0.9 1.8 0.7521
C 1.9098 1.1970 -0.8109 0.5 0.1 0.5 -1.2701
O 0.1733 -2.2810 -0.8152 1.1 1.7 0.0 -0.4679
H -3.4378 -0.3871 -0.0845 -0.3 0.2 0.3 0.3119
H -3.2561 1.2050 0.8068 0.1 -0.6 -0.3 0.2634
H -2.7756 1.0285 -0.8758 0.1 -0.1 0.0 0.3162
H -1.3432 0.1221 1.6302 0.5 0.2 -0.6 0.2692
H -1.2793 -1.1294 0.3578 0.1 1.5 -0.1 0.2819
H -0.6110 0.6565 -1.1542 0.0 0.6 -0.3 0.3077
H 2.5842 -0.1287 1.2274 -0.3 -0.5 0.6 0.4684
H 1.0992 0.1787 2.1902 -0.1 0.6 -0.7 0.3281
H 1.2662 -1.4190 1.5025 0.5 1.4 -0.7 0.2814
H 0.9247 -0.8216 -0.7832 -0.5 -1.7 -0.3 0.2487
H 1.2506 1.8727 -1.3785 0.5 -0.2 0.2 0.3778
H 2.7254 0.8349 -1.4449 -0.2 -0.1 0.2 0.3173
H 2.3584 1.7358 0.0576 -0.2 0.0 -0.9 0.3265
```
Forces are in eV/Å.

The energy above the lowest of the compared OMol25 structures with the same formula, charge and spin is 169.3 kcal per mole. Its gap between HOMO and LUMO is 7.01 eV. As for the lowest unoccupied orbital energy: -0.096 hartree.

Below is a molecular structure, C19H12CuFNO11 in a non-equilibrium geometry, with properties calculated with ωB97M-V/def2-TZVPD.

Geometry as XYZ:
```
45
Properties=species:S:1:pos:R:3:forces:R:3:mulliken_charge:R:1
Cu -5.3670 2.5387 3.0438 0.0 1.0 -0.7 0.8076
C -5.3196 6.2613 0.9485 -0.6 -0.6 -0.2 -1.0724
C -6.3999 6.9099 0.2958 0.1 0.8 0.1 0.6155
C -7.8679 6.6270 0.7883 0.6 -0.4 0.1 0.3181
O -8.7981 7.2735 0.3096 -0.2 0.2 -0.1 -0.7602
C -8.0176 5.6458 1.8133 -0.1 0.7 0.0 -0.9073
C -6.9364 4.9801 2.3732 -0.7 -0.1 0.7 0.9314
C -5.5387 5.2282 1.8720 0.7 0.4 -1.0 0.5355
O -4.6343 4.4859 2.3078 0.2 -0.1 0.3 -0.5082
O -7.0265 4.1907 3.3574 -0.2 -0.7 0.2 -0.8366
O -6.2632 7.7704 -0.5890 0.0 -0.2 -0.1 -0.7517
H -4.3389 6.3013 0.4898 0.1 0.3 0.1 0.2611
H -8.9736 5.6904 2.3318 0.0 -0.5 -0.1 0.3068
C -5.2473 -0.3889 2.0039 0.3 0.5 -1.1 -0.6060
C -4.8018 0.5531 1.0542 0.0 0.2 0.9 0.7149
C -3.6300 0.1864 0.0960 -0.5 -0.7 -0.3 0.5608
O -3.2684 1.0151 -0.7391 0.3 0.4 -0.1 -0.7487
C -3.1153 -1.1292 0.2267 -0.3 -0.1 0.2 -1.1966
C -3.8103 -2.1542 0.9068 0.5 -0.1 -0.2 0.6659
C -4.8834 -1.7480 1.9324 -0.2 0.1 1.0 0.1381
O -5.3029 -2.5921 2.7452 0.1 -0.2 -0.1 -0.7980
O -3.5494 -3.3644 0.7678 -0.1 -0.2 0.1 -0.7701
O -5.2076 1.7511 1.0564 0.0 -0.1 0.4 -0.6486
H -5.8502 -0.0034 2.8220 -0.2 -0.3 0.0 0.5290
H -2.3214 -1.4820 -0.4241 0.0 0.2 -0.2 0.3280
C -8.3513 1.5807 2.7665 -1.4 0.2 -1.5 -0.5606
C -9.6705 2.2187 3.1964 0.5 0.3 -0.7 0.5124
O -9.7349 1.9372 4.5679 -0.4 -0.5 0.2 -0.3924
C -8.5216 1.4537 5.0085 -0.3 1.3 -0.7 0.5499
O -8.2685 1.2865 6.1569 0.0 -0.5 0.2 -0.5941
O -7.6856 1.3803 3.9807 0.9 -0.8 0.5 -0.0344
F -10.6842 1.6145 2.4677 -0.3 -0.2 0.6 -0.3394
H -7.8051 2.1105 1.9876 0.5 0.5 0.7 0.2527
H -8.6298 0.6539 2.2500 0.2 -0.4 0.6 0.4543
H -9.8195 3.2839 3.0489 0.3 0.1 0.0 0.0963
N -4.0352 0.8916 4.9280 0.3 0.0 0.3 0.0690
C -4.2325 2.2190 5.1939 0.3 1.1 0.6 -0.8702
C -3.3683 2.9755 4.4326 -0.4 -0.8 -0.9 -0.6635
C -2.7361 2.0424 3.5482 1.0 -0.4 0.2 -0.0807
C -3.0908 0.7775 3.9314 -0.4 -0.1 0.4 -0.5761
H -4.4739 0.1564 5.4501 -0.1 -0.2 -0.3 0.2658
H -4.8175 2.6540 5.9903 -0.3 -0.7 0.1 0.4461
H -3.2831 4.0464 4.4472 -0.1 0.0 -0.2 0.3826
H -2.0405 2.1803 2.7352 -0.1 0.5 0.0 0.4062
H -2.8014 -0.1791 3.5328 -0.2 0.0 -0.1 0.5679
```
Forces are in eV/Å.

The energy above the lowest of the compared OMol25 structures with the same formula, charge and spin is 0.0 kcal per mole. Its gap between HOMO and LUMO is 5.50 eV. The total charge is -3. As for the lowest unoccupied orbital energy: 0.238 hartree.

Question: Number 2 is which compound?
Answer: C21H28ClEuN5O8

What did the first record say?
Below is 2 unconnected molecules or ions with the total composition CH8NSi in a non-equilibrium geometry, with properties calculated with ωB97M-V/def2-TZVPD.

Geometry as XYZ:
```
11
Properties=species:S:1:pos:R:3:forces:R:3:mulliken_charge:R:1
C 0.1966 0.5114 -0.1164 0.7 3.3 2.2 -0.8206
N 1.2663 -0.4392 0.2621 0.3 -0.4 0.0 -0.2981
Si -1.6184 -0.0934 0.0981 0.8 0.0 0.0 0.3939
H 0.7494 1.9845 1.0485 -1.4 -2.9 -2.2 0.2508
H 0.4452 1.0164 -1.0411 0.1 -0.1 -0.1 0.4606
H 1.0886 -0.7935 1.2115 0.2 0.0 -0.3 0.3934
H 1.2843 -1.2411 -0.3867 0.1 0.1 0.2 0.3683
H 2.1941 0.0056 0.2502 -0.3 -0.2 0.0 0.3880
H -1.8122 -0.3054 1.5288 -0.1 0.0 0.2 -0.0418
H -2.4718 0.8696 -0.5660 -0.2 0.2 -0.1 -0.0349
H -1.5266 -1.3870 -0.6020 -0.1 -0.1 -0.1 -0.0597
```
Forces are in eV/Å.

The energy above the lowest of the compared OMol25 structures with the same formula, charge and spin is 88.7 kcal per mole. Its gap between HOMO and LUMO is 9.84 eV. The total charge is +1. As for the lowest unoccupied orbital energy: -0.192 hartree.